1.
Below is a structure of composition C30H39I2NOP, with properties calculated with ωB97M-V with the def2-TZVPD basis set.

ORCA input file:
```
! wB97M-V def2-TZVPD RIJCOSX def2/J DEFGRID3
* xyz 1 1
C -2.28506 -1.23152 -5.91926
C -2.93457 -0.72850 -5.03910
P -3.60361 0.30245 -3.83311
C -4.22034 -0.75247 -2.52711
N -4.65203 -2.03578 -3.09677
O -2.49882 1.24129 -3.27952
C -1.06877 1.21845 -3.64023
C -0.38209 2.44336 -3.05475
C -0.96819 2.84745 -1.70874
C 1.14224 2.20926 -2.99524
C 1.68583 1.58998 -4.28247
C 1.57195 1.38923 -1.78431
C -4.95141 1.23793 -4.52541
I -5.72021 0.57216 -6.34596
C -5.51854 2.27538 -3.90226
C -6.66275 3.09047 -4.39794
I -4.86581 2.88400 -2.01925
H -1.75522 -1.72026 -6.70398
H -3.39700 -0.92036 -1.83023
H -5.00842 -0.21646 -1.99587
H -5.18366 -2.54347 -2.40022
H -5.26817 -1.91467 -3.89348
H -0.65623 0.29270 -3.24295
H -1.00706 1.21176 -4.72368
H -0.54379 3.26958 -3.75223
H -0.37877 3.65437 -1.27538
H -1.98788 3.20704 -1.81977
H -0.97167 2.02063 -0.99908
H 1.58736 3.20369 -2.92256
H 1.26619 2.07051 -5.16898
H 1.47034 0.52167 -4.34709
H 2.76446 1.71685 -4.33306
H 0.99017 0.46912 -1.69726
H 1.43520 1.93999 -0.85552
H 2.62558 1.12648 -1.85622
H -6.71962 3.06905 -5.48312
H -6.57044 4.12081 -4.06768
H -7.58818 2.69588 -3.97466
C 0.97419 -2.18453 -0.90039
C -0.00213 -2.15754 -1.88692
C -1.28039 -2.62489 -1.61277
C -1.58454 -3.12368 -0.35300
C -0.60924 -3.14572 0.63390
C 0.66887 -2.67764 0.36011
H 1.97238 -1.82477 -1.11448
H 0.24019 -1.78395 -2.87571
H -2.03463 -2.62120 -2.39324
H -2.57881 -3.49603 -0.14032
H -0.84248 -3.52791 1.61894
H 1.42634 -2.69807 1.13232
C 2.09208 -0.45958 4.26187
C 1.11707 -0.43625 3.27439
C -0.15932 -0.90946 3.54776
C -0.46150 -1.40223 4.80963
C 0.51396 -1.42501 5.79713
C 1.79055 -0.95545 5.52257
H 3.08786 -0.08960 4.05358
H 1.35138 -0.04839 2.29054
H -0.91841 -0.89482 2.77546
H -1.45729 -1.76817 5.02476
H 0.27880 -1.80793 6.78144
H 2.55377 -0.97216 6.29031
C 5.62820 -1.34187 6.26444
C 5.89688 -1.35095 7.62608
C 6.46367 -0.23613 8.22791
C 6.75963 0.88765 7.46923
C 6.49030 0.89720 6.10785
C 5.92522 -0.21812 5.50548
H 5.18616 -2.21117 5.79387
H 5.66474 -2.22665 8.21805
H 6.67645 -0.24370 9.28884
H 7.20198 1.75617 7.93921
H 6.72307 1.77325 5.51657
H 5.72070 -0.21354 4.44208
*
```

As for the LUMO energy: -3.51 eV. The value obtained for the HOMO-LUMO gap is 7.042 eV. As for the HOMO energy: -10.55 eV. The largest force on an atom is 0.8 eV Å⁻¹. The value obtained for the total energy is -2232.9670 a.u.



2.
Below is a cluster of 2 separate species, CH2BrN3 in total, with properties calculated with ωB97M-V with the def2-TZVPD basis set.

ORCA input file:
```
! wB97M-V def2-TZVPD RIJCOSX def2/J DEFGRID3
* xyz 0 1
C 1.28991 -2.08411 -0.15166
N 1.51011 -3.09149 0.37094
N -0.06883 -0.41230 -0.11696
N 0.84928 -1.01605 -0.78270
Br 3.56269 0.55738 -0.06680
H -0.71268 0.21240 -0.59223
H -0.12382 -0.50640 0.86260
*
```

As for the LUMO energy (alpha / beta): -1.25 / -3.40 eV. The value obtained for the HOMO-LUMO gap (alpha / beta) is 9.779 / 5.707 eV. As for the HOMO energy (alpha / beta): -11.03 / -9.11 eV. The calculation puts the energy relative to the best compared isomer or geometry (same formula, charge and spin) at 354.0 kJ/mol. The largest force on an atom is 2.1 eV Å⁻¹. The value obtained for the total energy is -2777.4584 a.u.



3.
Below is a cluster of 3 separate species, C33H69BFIN4O10PS2 in total, with properties calculated with ωB97M-V with the def2-TZVPD basis set.

ORCA input file:
```
! wB97M-V def2-TZVPD RIJCOSX def2/J DEFGRID3
* xyz -1 1
C -2.85809 -6.33910 5.46795
C -2.06624 -5.50146 5.06615
C -1.32754 -4.56722 4.23062
I -0.97846 -2.85187 5.63772
O -0.08090 -5.05148 4.03846
P 0.60628 -4.32793 2.56899
N 2.28061 -4.58141 3.27667
F 1.36396 -3.59167 1.19502
C 0.69708 -6.07313 1.85617
C 0.54585 -6.22751 0.33555
C 1.30566 -7.49404 -0.12772
C 0.86228 -8.76202 0.56355
C 1.69618 -9.99363 0.12103
C 0.83815 -11.10219 -0.47125
C -0.00531 -11.90942 0.54984
C 0.51412 -11.91105 1.97750
C -0.13147 -13.04645 2.80033
O -0.95059 -3.99808 1.98284
C -2.04160 -4.17591 2.86270
C -2.75613 -5.36437 2.22425
C -3.51393 -4.99748 0.94469
C -2.62087 -4.76049 -0.29153
S -2.95641 -3.11276 -1.06017
C -1.42799 -2.18931 -0.80801
S -1.19605 -1.38983 0.56466
N -0.53199 -2.22708 -1.88387
C 0.84892 -1.91404 -1.52378
C 1.25177 -0.44437 -1.62902
O 0.71047 0.22694 -2.77404
C 0.12828 -0.66440 -3.68456
C -1.02155 -1.36470 -2.98001
O -2.76800 -2.99879 2.87916
B -3.97772 -3.05490 3.53385
O -5.12733 -2.80624 2.78361
O -4.12034 -3.27515 4.88636
H -3.61219 -6.91586 5.91251
H 0.70481 -3.02917 3.13934
H 2.60365 -3.66408 3.56426
H 2.92347 -4.82998 2.53261
H -0.05432 -6.69064 2.33130
H 1.64095 -6.52657 2.12860
H -0.48031 -6.39595 0.01302
H 0.97341 -5.40980 -0.23619
H 1.24229 -7.61244 -1.20930
H 2.36287 -7.33859 0.10405
H -0.17799 -8.99857 0.32792
H 0.93037 -8.71486 1.64528
H 2.38987 -9.66267 -0.65194
H 2.32713 -10.33253 0.93377
H 1.42670 -11.78749 -1.07658
H 0.13645 -10.61810 -1.14788
H 0.01114 -12.94853 0.21751
H -1.04624 -11.60014 0.51436
H 0.26727 -10.96419 2.45189
H 1.58230 -12.08334 2.02337
H -0.00430 -12.82512 3.85326
H 0.37728 -13.96791 2.54343
H -1.17885 -13.13191 2.53791
H -3.48600 -5.76563 2.93461
H -2.07239 -6.17448 2.00910
H -4.16628 -5.83986 0.71281
H -4.18402 -4.15885 1.06988
H -2.89726 -5.45675 -1.07425
H -1.56477 -4.83444 -0.08703
H 1.12762 -2.31790 -0.56047
H 1.46858 -2.45021 -2.24162
H 1.02601 0.15343 -0.75497
H 2.34118 -0.42746 -1.72831
H 0.84871 -1.37213 -4.10011
H -0.30802 -0.12262 -4.51576
H -1.64151 -1.91622 -3.68649
H -1.66167 -0.59776 -2.54192
H -5.75377 -3.49914 3.00702
H -4.48729 -4.13664 5.09788
C -0.41060 3.71277 0.79039
O 0.38965 3.48104 -0.35343
C -0.35587 3.13044 -1.51896
C -0.27384 4.23396 -2.55227
N -1.01230 5.42013 -2.12541
C -0.77619 6.59956 -2.95112
C 0.63438 7.18306 -2.97286
O 1.04839 7.74828 -1.74091
C 1.61563 6.83185 -0.81628
H 0.25684 3.82069 1.64425
H -0.99889 4.63294 0.69174
H -1.08111 2.87022 0.97963
H -1.39439 2.88731 -1.27741
H 0.10687 2.23363 -1.93341
H -0.69454 3.87398 -3.49573
H 0.78976 4.45532 -2.71165
H -0.75154 5.64046 -1.17350
H -1.45064 7.38039 -2.58852
H -1.07941 6.37317 -3.97854
H 0.62819 8.01165 -3.68864
H 1.38004 6.46976 -3.34096
H 2.14014 6.01515 -1.31591
H 0.85506 6.42978 -0.14358
H 2.33285 7.38144 -0.20441
C 2.78838 12.81734 1.10626
O 3.13919 12.05364 -0.03036
C 2.33592 10.88828 -0.21351
C 1.46430 11.01550 -1.44238
N 0.41502 12.01400 -1.24555
C -0.31151 12.36118 -2.46318
C 0.46415 13.03988 -3.58920
O 0.91463 14.34729 -3.28050
C 2.15830 14.41502 -2.60561
H 3.54857 13.58693 1.23486
H 1.81743 13.30827 0.97825
H 2.76612 12.19745 2.00742
H 1.73711 10.66992 0.67504
H 3.02375 10.05182 -0.36571
H 1.00455 10.04902 -1.65175
H 2.11738 11.27712 -2.28640
H 0.83085 12.85738 -0.87302
H -1.12016 13.03484 -2.16763
H -0.78373 11.45533 -2.85674
H -0.22721 13.15859 -4.42841
H 1.29072 12.42352 -3.96099
H 2.82388 13.59570 -2.88661
H 2.01886 14.42484 -1.52152
H 2.63361 15.35718 -2.88208
*
```

As for the LUMO energy: 1.96 eV. The value obtained for the HOMO-LUMO gap is 7.043 eV. As for the HOMO energy: -5.09 eV. The largest force on an atom is 3.7 eV Å⁻¹. The value obtained for the total energy is -3830.3447 a.u.



4.
Below is a structure of composition C3H8NP, with properties calculated with ωB97M-V with the def2-TZVPD basis set.

ORCA input file:
```
! wB97M-V def2-TZVPD RIJCOSX def2/J DEFGRID3
* xyz 0 1
C 0.07699 0.03743 -0.20930
C -0.63571 1.34789 -0.20310
C -0.73450 -1.22482 -0.16386
N 1.34594 -0.05162 1.16020
P 1.87468 0.00865 -0.45708
H 0.06919 2.17668 -0.27822
H -1.23999 1.47788 0.69614
H -1.30113 1.38605 -1.06670
H -0.43181 -1.84148 0.67874
H -0.59306 -1.80720 -1.07453
H -1.79119 -0.98478 -0.06065
H 1.38825 0.86195 1.60515
H 1.97233 -1.38662 -0.62681
*
```

As for the LUMO energy: 1.04 eV. The value obtained for the HOMO-LUMO gap is 9.795 eV. As for the HOMO energy: -8.76 eV. The calculation puts the energy relative to the best compared isomer or geometry (same formula, charge and spin) at 105.2 kJ/mol. The largest force on an atom is 3.2 eV Å⁻¹. The value obtained for the total energy is -515.1403 a.u.



Which value of total energy does entry 3 give?
-3830.3447 a.u.